Entry 1:
Formula: C41H63GeN4OP3Pr
Source: the Open Molecules 2025 dataset
Level of theory: ωB97M-V/def2-TZVPD

Structure (XYZ):
```
114
Properties=species:S:1:pos:R:3:forces:R:3:lowdin_charge:R:1
Pr -1.405 1.307 -1.224 0.3 1.1 -0.8 0.691
Ge 0.614 -0.684 0.177 -1.4 -0.3 -0.9 0.920
P -2.351 -1.481 -0.595 -0.7 -2.3 -0.4 0.962
P -1.016 2.252 1.565 1.3 0.0 1.9 1.025
P 1.350 1.122 -2.697 1.7 0.2 0.1 1.026
O -2.167 3.399 -2.429 -1.6 -1.8 0.2 -0.165
N -0.272 -2.293 0.937 2.5 0.1 1.0 -0.186
N 1.131 0.358 1.760 3.8 -2.0 0.2 -0.165
N 2.508 -2.102 1.433 1.1 1.3 -1.0 -0.016
N 1.939 -1.239 -1.101 1.0 -0.5 0.7 -0.208
C 2.627 -3.494 -1.992 0.4 -1.0 0.7 0.000
C 0.902 2.608 -5.096 -0.3 0.2 0.5 -0.114
C -3.681 3.000 2.426 -1.1 -0.3 -1.5 -0.111
C 3.535 -5.170 -0.370 -0.7 -0.5 -1.5 -0.062
C 0.305 -2.919 2.089 0.7 1.1 -1.4 -0.203
C 3.027 -4.844 -1.649 -0.2 1.1 -0.9 -0.038
C 1.732 1.436 -4.544 1.0 0.2 1.0 -0.550
C 0.142 4.196 3.386 -0.1 0.5 -0.4 -0.094
C 2.477 0.213 2.201 -1.7 -0.6 -0.3 -0.164
C 5.293 0.173 2.333 -1.4 0.7 0.0 -0.041
C -1.451 -2.860 0.343 -0.8 1.1 1.1 -0.335
C 1.592 0.140 -5.334 -0.5 -0.6 -0.4 -0.127
C -2.449 2.151 2.789 -0.5 1.0 0.8 -0.524
C -3.354 -1.345 -3.258 -0.6 1.0 -1.0 -0.125
C 1.656 -2.609 2.433 -0.6 -1.2 0.6 -0.170
C 3.505 -4.155 0.556 0.4 -1.1 2.3 -0.040
C -2.582 -2.293 -2.290 -1.2 0.4 -1.1 -0.504
C -3.142 2.576 -2.419 1.4 -0.1 -0.1 -0.454
C -4.426 2.628 -3.227 2.3 -0.1 -0.3 -0.055
C -3.920 -1.507 0.404 -0.4 0.4 -0.1 -0.506
C 2.367 2.999 -0.749 -0.8 1.3 1.1 -0.138
C 2.541 -2.518 -0.978 -0.2 -0.3 0.6 -0.219
C -3.276 -3.670 -2.399 0.0 -0.1 0.2 -0.090
C 2.942 -2.941 0.321 -1.1 1.3 -0.3 -0.164
C -0.218 4.927 1.015 0.1 1.8 -1.1 -0.135
C 3.132 1.137 3.029 1.2 0.5 0.2 -0.008
C 0.142 1.050 2.511 -1.5 -0.8 0.4 -0.357
C 0.123 3.747 1.882 -0.1 -0.1 1.0 -0.521
C 0.075 -3.953 4.278 -1.0 -0.9 -1.0 -0.066
C 4.116 1.799 -2.145 -0.7 0.1 -0.9 -0.089
C -4.876 -0.400 -0.099 0.4 0.3 -0.1 -0.125
C 2.123 -0.626 -2.391 -1.1 1.1 -1.2 -0.387
C -2.150 2.330 4.289 -0.2 1.5 0.5 -0.107
C -0.375 -3.714 2.973 -2.2 0.1 1.2 -0.029
C 2.683 2.383 -2.070 -0.1 -0.6 -1.4 -0.518
C 3.248 -0.967 1.772 -0.8 0.6 0.3 -0.150
C 2.144 -2.912 3.722 -1.0 1.3 -0.5 0.011
C -4.790 -2.797 0.533 0.0 0.0 1.8 -0.104
C 1.294 -3.476 4.658 1.3 -0.6 2.0 -0.088
C 4.645 -0.919 1.798 1.1 -0.6 -1.0 0.003
C 4.535 1.156 3.040 -0.4 0.2 0.2 -0.023
H 4.186 0.956 -2.844 0.0 0.1 0.4 0.054
H 5.288 -1.730 1.343 -1.1 0.8 0.6 0.152
H -4.396 0.521 -0.430 0.5 0.1 -0.1 0.029
H 3.233 3.544 -0.308 -0.6 -0.2 -0.4 0.110
H 1.136 3.368 1.676 -0.3 0.0 -0.2 0.082
H 3.068 -2.463 4.039 0.6 -0.3 -0.1 0.120
H -2.357 3.389 4.620 0.4 -1.0 -0.5 0.097
H -1.274 -3.721 -0.267 0.4 -0.5 -0.8 0.088
H 1.491 0.375 -6.411 -0.2 -0.3 0.5 0.094
H 2.475 -0.497 -5.240 0.1 0.2 0.0 0.077
H 5.076 1.955 3.589 -0.5 -0.7 -0.4 0.129
H -5.546 -0.681 -0.920 0.3 -0.3 0.2 0.093
H -5.658 -2.806 -0.117 0.1 0.2 -0.3 0.078
H -4.312 -1.755 -3.721 1.4 0.1 0.7 0.109
H -4.603 1.538 -3.458 -0.6 1.4 0.4 0.076
H -3.458 -1.176 1.408 -0.9 -0.6 -1.2 0.121
H -0.194 2.422 -5.041 0.7 0.1 -0.2 0.081
H 1.097 3.615 -4.637 -0.1 -1.1 -0.1 0.093
H 0.023 4.895 -0.061 0.0 -0.7 0.3 0.062
H -1.585 -2.378 -2.725 0.3 -0.1 0.3 0.093
H 0.756 -0.529 -4.987 0.4 0.9 -0.6 0.080
H 0.616 1.622 3.307 -0.2 -0.1 0.0 0.054
H -1.453 -3.899 2.823 0.8 -0.3 -0.2 0.112
H -4.676 2.529 2.662 1.1 0.4 0.8 0.103
H -0.573 -4.576 4.921 0.5 0.7 -0.2 0.128
H 3.796 -6.205 -0.059 0.0 1.0 -0.5 0.128
H -4.329 -3.767 0.457 0.8 -0.2 -0.4 0.057
H 1.491 3.709 -0.824 1.0 -0.6 0.0 0.074
H 0.330 3.380 4.099 -0.2 0.4 -0.3 0.050
H -5.199 -2.887 1.569 0.1 0.6 -0.6 0.099
H 2.064 2.279 0.013 0.2 -0.4 0.0 0.036
H 2.885 -5.571 -2.479 0.4 0.4 0.9 0.117
H 4.459 1.503 -1.163 0.3 -0.1 0.1 0.076
H -3.720 -0.443 -2.763 0.0 0.2 0.2 0.006
H 6.335 0.314 2.155 0.6 -0.1 0.4 0.111
H 2.645 3.167 -2.869 -0.3 -0.5 0.7 0.105
H 4.736 2.562 -2.616 0.3 0.0 0.5 0.090
H 2.540 1.850 3.616 0.5 -0.1 -0.4 0.112
H 1.623 -3.640 5.722 -0.2 0.3 -1.3 0.135
H 3.136 -0.594 -2.829 0.0 -0.1 0.9 0.091
H 3.835 -4.383 1.598 -0.4 0.2 -0.8 0.144
H -1.131 2.092 4.548 0.2 -0.1 0.2 0.041
H 0.313 5.871 1.293 -0.4 -0.8 0.3 0.106
H -4.091 -3.745 -1.659 0.5 -0.3 -0.4 0.060
H -2.121 -3.245 1.160 0.2 0.6 -0.8 0.082
H -2.728 1.118 2.711 -0.2 -0.8 -0.5 0.075
H -2.734 -0.950 -4.120 -0.5 -0.7 0.8 0.097
H 1.590 -1.192 -3.147 -0.4 -0.3 -0.3 0.040
H -0.526 0.260 2.992 0.6 0.9 -0.4 0.127
H -2.798 1.743 4.940 -0.1 -0.3 -0.4 0.092
H -3.750 -3.802 -3.396 0.5 0.1 0.6 0.091
H 2.317 -3.255 -3.023 0.2 -0.3 0.7 0.108
H -5.476 -0.069 0.714 -0.9 0.1 0.7 0.072
H -0.833 4.706 3.626 1.1 -0.5 0.0 0.097
H -4.250 3.195 -4.172 -0.6 -0.1 0.7 0.099
H 1.234 2.683 -6.124 -0.4 0.2 -0.4 0.078
H -3.666 4.069 2.710 0.2 -0.7 0.2 0.092
H 2.827 1.772 -4.598 -1.4 -0.6 0.2 0.130
H 0.996 4.905 3.527 -0.8 -0.3 -0.2 0.103
H -5.065 3.134 -2.497 -0.8 -0.3 -0.5 0.094
H -3.833 3.003 1.339 0.4 0.2 -0.2 0.048
H -1.284 5.168 1.013 0.0 0.0 0.3 0.081
H -2.518 -4.449 -2.279 -0.5 -0.2 0.2 0.078
```
Forces are in eV/Å.

Multiplicity: 4
F_max in eV/Å: 4.27
<S²>: 3.7754
Lowest unoccupied orbital energy (spin up / spin down) in eV: -5.46 / -7.48
Total charge: +2

---

Entry 2:
Formula: C41H63N3O29
Source: the Open Molecules 2025 dataset
Level of theory: ωB97M-V/def2-TZVPD

Structure (XYZ):
```
136
Properties=species:S:1:pos:R:3:forces:R:3:lowdin_charge:R:1
O -9.125 0.599 3.273 0.0 -0.1 0.0 0.068
O 1.596 5.257 11.018 0.0 0.0 0.0 0.165
O 4.290 3.183 4.754 -0.4 0.0 -0.4 -0.136
O -7.893 1.074 1.446 -0.1 0.0 0.0 0.167
O 7.147 4.194 1.389 0.6 1.0 -0.8 0.209
O 1.000 3.284 -0.415 0.1 0.4 -0.2 0.096
O 3.642 4.457 11.515 0.0 0.0 -0.1 0.057
O -1.918 -6.655 -9.058 0.1 0.0 0.0 0.061
O -3.266 -1.627 1.693 0.0 0.0 0.0 0.139
O -7.543 -0.820 2.607 -0.1 0.0 0.0 0.050
O -0.933 -5.342 -10.566 0.0 -0.1 0.1 0.057
O -5.049 -2.463 -13.402 0.0 -0.1 -0.2 0.032
O -4.818 -1.912 0.087 0.0 0.0 0.0 0.062
O 6.105 1.457 8.402 -0.1 0.0 0.1 0.138
O -1.866 -7.285 -11.221 0.0 0.0 -0.1 0.161
O 2.907 4.372 9.413 0.1 0.0 0.1 0.053
O -7.157 -1.770 -13.041 0.0 0.1 0.1 0.163
O -4.133 -1.980 -9.804 0.0 0.0 0.0 0.070
O -6.711 -3.313 -14.620 0.1 0.0 0.0 0.072
O 2.323 4.009 1.103 -0.3 0.2 0.3 -0.066
O 4.233 3.048 1.913 -0.2 -0.3 0.0 -0.015
O -2.432 -0.088 -3.406 0.0 0.0 0.0 0.072
O -4.079 -0.901 -4.662 0.1 0.0 0.0 0.074
O 7.771 0.005 7.988 0.0 0.1 0.0 0.070
O -4.545 0.576 -3.029 0.0 0.0 -0.5 0.139
O -3.797 0.061 -8.988 0.0 0.0 0.0 0.072
O 8.173 2.190 7.910 0.0 0.0 0.0 0.069
O -2.652 -1.684 -8.146 0.1 -0.1 -0.2 0.124
O -4.454 0.119 0.922 -0.2 -0.2 -0.1 0.052
N 2.115 3.248 -0.099 -0.1 -0.6 0.0 0.007
N 6.289 2.606 2.918 -0.7 0.1 -0.5 0.196
N 4.439 -0.816 6.584 -0.2 0.1 -0.2 0.013
C -1.852 -1.153 -4.170 0.1 -0.2 0.0 -0.103
C -6.386 -2.452 -13.635 -0.1 0.0 0.0 -0.572
C 2.849 3.201 2.131 0.1 0.3 -0.3 -0.222
C -1.007 -4.573 -9.359 0.0 0.3 0.1 -0.113
C -8.164 0.357 2.353 0.1 0.0 0.0 -0.558
C 0.252 -0.640 2.024 -0.1 0.2 0.4 -0.176
C -5.312 0.306 -0.226 0.1 0.4 -0.3 -0.097
C -5.157 -1.156 -10.384 -0.3 0.1 -0.1 -0.096
C -5.869 -1.080 -0.430 -0.2 0.0 -0.1 -0.106
C -1.737 1.642 1.496 0.7 -0.2 0.4 -0.033
C 4.585 3.649 10.800 0.1 -0.1 0.0 -0.116
C -3.760 -0.076 -3.646 -0.1 0.1 0.1 -0.558
C 4.900 2.079 2.695 0.9 -0.1 0.7 -0.391
C 2.613 4.747 10.681 0.0 0.0 0.0 -0.574
C 4.622 -0.463 5.162 0.4 -0.1 0.5 -0.255
C 3.182 3.284 5.625 0.0 0.1 0.3 -0.078
C -4.481 -3.561 -14.132 0.2 -0.1 0.0 -0.102
C 5.081 0.745 1.937 -0.2 0.4 -0.6 -0.065
C 7.244 1.235 8.127 0.0 0.0 -0.1 -0.568
C -0.005 0.536 2.932 -0.4 0.3 -0.1 -0.085
C -1.240 -5.639 -8.311 0.1 0.1 0.1 -0.113
C 3.184 -1.928 2.027 -0.2 0.5 -0.1 -0.056
C 3.897 0.273 1.090 -0.3 -0.1 0.5 -0.141
C -0.716 1.631 2.611 0.2 -0.4 0.1 -0.328
C -3.456 -1.239 -8.910 0.0 -0.1 -0.1 -0.567
C -7.966 -1.282 3.893 0.0 -0.1 0.2 -0.108
C 4.328 1.910 4.109 0.4 -0.1 0.9 -0.276
C 4.294 4.012 9.362 0.1 -0.1 -0.2 -0.126
C 9.454 1.555 7.829 0.2 0.0 0.0 -0.109
C -1.597 -6.506 -10.366 0.0 0.0 0.0 -0.575
C -2.857 -1.330 -5.290 0.1 0.0 0.3 -0.115
C 2.777 -0.457 1.846 -0.1 -0.3 -0.5 -0.381
C 9.082 0.142 7.429 0.2 -0.1 -0.1 -0.106
C -0.545 2.904 3.391 -0.4 -0.2 0.4 -0.059
C -5.500 -3.772 -15.233 0.1 -0.1 -0.1 -0.108
C 1.443 -0.360 1.091 -0.2 -0.6 0.3 -0.163
C 6.688 3.430 2.112 -0.4 -1.0 1.0 -0.308
C -4.603 0.235 -10.168 -0.1 0.1 -0.1 -0.092
C 5.184 0.961 4.975 -0.2 -0.5 -0.2 -0.106
C -9.301 -0.585 4.058 -0.1 -0.1 0.1 -0.113
C -4.104 -1.177 0.971 0.0 0.0 0.0 -0.582
H 4.563 -0.002 7.174 0.0 -0.1 0.1 0.032
H -4.711 0.638 -1.079 -0.1 -0.2 0.5 0.100
H 5.282 1.422 5.956 0.0 0.1 0.0 0.098
H 5.601 3.885 11.105 -0.1 0.1 0.1 0.132
H 3.330 4.125 6.300 0.1 0.1 -0.1 0.092
H -5.596 -4.811 -15.535 -0.2 0.0 0.1 0.135
H 4.384 2.598 11.013 0.0 0.0 0.0 0.134
H -2.636 2.106 1.897 -0.1 0.2 -0.3 0.085
H 5.898 0.937 1.242 0.1 0.0 0.0 0.125
H -0.633 -0.907 1.450 -0.1 0.0 0.0 0.093
H 9.016 0.016 6.347 0.0 0.0 0.0 0.134
H 2.245 3.452 5.084 0.0 -0.1 -0.1 0.077
H -1.474 3.473 3.453 0.0 0.1 -0.1 0.077
H 4.296 -0.426 0.351 0.0 0.0 -0.1 0.120
H 9.931 1.601 8.809 0.0 0.0 0.0 0.133
H -0.308 -6.053 -7.919 0.0 0.0 0.0 0.132
H 4.455 3.187 8.677 -0.1 0.0 0.0 0.100
H 5.345 -1.168 4.742 -0.1 -0.1 -0.1 0.096
H 2.655 3.770 3.037 0.1 0.0 0.1 0.125
H -1.841 -3.874 -9.437 0.0 0.0 0.0 0.112
H 3.498 -1.154 6.728 0.0 -0.1 0.2 0.060
H 3.683 -0.627 4.633 0.0 0.2 -0.2 0.090
H 4.098 -1.978 2.617 0.1 -0.3 0.0 0.065
H -8.042 -2.366 3.904 0.0 0.0 -0.2 0.134
H -6.062 -1.308 -1.476 0.2 -0.1 0.0 0.128
H -3.494 -3.303 -14.505 0.0 0.2 0.1 0.134
H 9.751 -0.611 7.835 -0.1 -0.1 0.1 0.133
H -1.769 -2.035 -3.532 0.0 0.0 0.0 0.133
H -5.299 -3.159 -16.113 0.0 0.0 0.0 0.134
H -5.304 -1.402 -11.427 0.1 -0.1 0.1 0.096
H -6.774 -1.260 0.151 0.0 0.0 0.1 0.114
H -1.384 2.160 0.604 -0.2 0.1 -0.1 0.079
H -0.089 -4.013 -9.205 0.1 -0.1 -0.2 0.134
H -2.653 -0.687 -6.137 0.0 0.1 0.0 0.111
H -6.090 -1.320 -9.843 0.0 0.0 0.1 0.142
H 3.069 2.391 6.250 0.0 -0.1 0.0 0.096
H 3.328 1.469 4.098 -0.2 0.2 -0.3 0.131
H -3.957 0.562 -10.984 0.0 0.0 0.0 0.136
H 1.419 -1.127 0.311 0.2 0.2 -0.2 0.119
H -2.942 -2.355 -5.633 -0.2 0.0 0.0 0.127
H 2.600 -0.031 2.836 0.2 0.2 0.0 0.096
H -6.081 1.041 -0.013 0.1 0.0 0.2 0.115
H -0.862 -0.876 -4.523 0.0 0.2 0.1 0.133
H 3.355 -2.344 1.034 0.2 -0.2 0.0 0.083
H -9.527 -0.327 5.090 0.0 0.2 0.0 0.132
H 0.419 0.490 3.934 0.5 0.3 -0.2 0.104
H -10.129 -1.162 3.643 0.0 0.0 0.0 0.132
H -1.989 0.611 1.276 -0.1 0.0 -0.3 0.045
H 2.405 -2.521 2.502 0.0 0.0 0.2 0.075
H -7.233 -0.968 4.637 0.0 0.0 0.0 0.136
H -4.398 -4.420 -13.465 0.0 0.0 0.0 0.137
H 4.868 4.877 9.024 0.0 0.0 0.0 0.137
H 6.192 0.874 4.576 0.1 0.3 -0.1 0.106
H 10.084 2.057 7.101 -0.1 0.1 0.0 0.134
H 5.429 -0.035 2.609 0.0 0.0 0.1 0.109
H -1.854 -5.298 -7.483 -0.1 -0.1 -0.1 0.130
H 2.312 2.248 2.162 0.1 -0.1 0.0 0.117
H 3.469 1.101 0.528 0.2 0.2 0.0 0.092
H -0.228 2.706 4.417 0.2 0.0 0.0 0.074
H -5.372 0.983 -10.001 0.1 0.0 0.2 0.136
H 0.209 3.534 2.917 -0.1 0.1 -0.1 0.062
H 1.328 0.618 0.625 -0.1 0.0 -0.1 0.093
H 0.514 -1.491 2.655 -0.2 -0.2 -0.1 0.102
```
Forces are in eV/Å.

Multiplicity: 1
SMILES: CO[C@H](CCN)[C@](CC[C@H](C)CCC=C(C)C)(N=C=O)OCON=O.O=C1OCCO1.O=C1OCCO1.O=C1OCCO1.O=C1OCCO1.O=C1OCCO1.O=C1OCCO1.O=C1OCCO1.O=C1OCCO1
F_max in eV/Å: 1.45
Lowest unoccupied orbital energy in eV: -0.01

---

Question: Which value of multiplicity does entry 1 give?
Answer: 4